The following is a quantum chemistry calculation of a gas-phase ion, C3HBr2N2S (charge -1) in a non-equilibrium geometry, from the Open Molecules 2025 dataset.

Gap between HOMO and LUMO ... 5.8 eV
E_LUMO ... 0.10802 Eh
HOMO level ... -2.825 eV
Total energy ... -5770.5921 hartree
Charge ... -1

Last column: Mulliken charge in e.
Element x y z (Å)
C: 2.848 -0.580 0.791  -0.158
C: 1.167 1.012 0.365  -0.305
C: 0.821 -1.277 0.146  0.505
N: 2.049 -1.531 0.371  -0.281
N: 0.306 0.027 0.158  -0.053
S: 0.854 2.600 0.506  -0.462
Br: 4.470 -0.324 -0.146  -0.193
Br: -0.502 -2.655 0.164  -0.275
H: -0.652 0.135 -0.163  0.221